1.
Molecular formula: C10H16Cl4OPb
Method: DFT, ωB97M-V/def2-TZVPD

The value obtained for the total energy is -68016.8952 eV. The spin multiplicity is 1. The energy above the lowest of the compared OMol25 structures with the same formula, charge and spin is 0.6152 eV. The calculation puts the highest occupied orbital energy (spin up / spin down) at 0.25 / 0.25 eV. As for the charge: -2. Its LUMO energy (spin up / spin down) is 4.144 / 4.135 eV.

XYZ file:
```
32
Properties=species:S:1:pos:R:3:mulliken_charge:R:1
C 0.57 1.09 -2.19 0.601
C 1.22 1.93 -1.26 0.643
C 0.23 2.57 -0.45 0.809
C 2.69 2.18 -1.16 -1.433
C -1.04 2.15 -0.88 0.093
C -0.84 1.24 -1.97 0.815
C -1.90 0.63 -2.67 -1.353
C 1.24 0.26 -3.20 -1.720
C 0.54 3.54 0.63 -1.535
C -2.33 2.58 -0.33 -1.476
Pb 1.28 -0.66 2.22 0.631
Cl 3.11 0.76 2.80 -0.638
Cl 1.66 -1.41 -0.17 -0.598
Cl -0.93 0.64 2.19 -0.617
H 3.23 1.52 -1.84 0.357
H 3.05 2.01 -0.13 0.231
H 2.91 3.23 -1.42 0.310
H 1.30 3.15 1.32 0.287
H -0.38 3.73 1.22 0.342
H 0.89 4.48 0.21 0.339
H -2.36 2.37 0.75 0.256
H -3.15 2.05 -0.81 0.388
H -2.46 3.67 -0.48 0.261
H -2.85 0.61 -2.16 0.412
H -1.50 -0.83 -2.53 0.405
H -2.00 0.87 -3.74 0.223
H 2.02 -0.34 -2.72 0.343
H 1.70 0.89 -3.97 0.322
H 0.52 -0.41 -3.67 0.420
O -1.43 -1.65 -1.86 -0.749
H -0.47 -1.67 -1.61 0.305
Cl 0.82 -2.87 3.34 -0.672
```

***

2.
Molecular formula: C10H16F5NO3S
Method: DFT, ωB97M-V/def2-TZVPD

The value obtained for the total energy is -42676.6042 eV. The spin multiplicity is 1. The calculation puts the highest occupied orbital energy at -7.32 eV. Its LUMO energy is -3.388 eV.

XYZ file:
```
36
Properties=species:S:1:pos:R:3:mulliken_charge:R:1
C 0.51 -1.95 1.76 -0.771
C 1.52 -1.69 0.50 -0.449
C 0.76 -1.07 -0.85 0.067
F -0.71 -0.93 -0.69 -0.294
C 1.54 0.25 -1.42 -0.365
C 0.98 0.99 -2.81 -0.288
N 1.75 2.15 -2.80 -0.032
C 2.72 2.38 -1.62 -0.874
C 2.06 1.43 -0.41 0.300
C 1.02 2.43 0.34 -0.786
C -0.57 2.10 0.17 -0.163
F -1.06 1.24 1.30 -0.291
H 0.00 -3.02 1.69 0.303
H 1.19 -1.99 2.74 0.280
H -0.33 -1.15 1.91 0.105
H 2.45 -1.04 0.84 0.237
H 1.98 -2.76 0.22 0.316
H 0.91 -1.92 -1.68 0.348
H 2.57 -0.22 -1.79 0.407
H 0.20 0.61 -3.60 0.422
H 1.69 2.87 -3.58 0.290
H 2.73 3.55 -1.44 0.387
H 3.85 2.09 -1.84 0.282
H 2.86 1.14 0.39 0.513
H 1.27 2.35 1.51 0.344
H 1.18 3.58 0.08 0.334
H -1.17 3.12 0.30 0.282
H -0.89 1.66 -0.86 0.112
C -4.13 -1.36 0.93 0.588
F -5.46 -1.41 0.60 -0.246
F -3.45 -1.35 -0.26 -0.221
F -3.92 -0.13 1.49 -0.232
S -3.60 -2.77 2.04 1.037
O -3.89 -4.00 1.29 -0.681
O -4.42 -2.63 3.26 -0.658
O -2.17 -2.56 2.29 -0.604
```

***

3.
Molecular formula: C10H16K3N3O3
Method: DFT, ωB97M-V/def2-TZVPD

The value obtained for the total energy is -70201.3327 eV. The spin multiplicity is 1. The calculation puts the highest occupied orbital energy at -12.12 eV. As for the charge: +2. Its LUMO energy is -7.062 eV.

XYZ file:
```
35
Properties=species:S:1:pos:R:3:mulliken_charge:R:1
K 1.42 2.99 -3.77 0.980
K 0.33 4.98 -0.60 0.956
K 4.14 2.77 -0.58 0.994
C 0.50 1.26 -0.93 -0.170
O 1.43 2.34 -0.99 -0.949
H 0.03 1.10 -1.91 0.182
H 1.07 0.37 -0.62 0.119
H -0.30 1.38 -0.20 -0.122
C 2.90 -1.87 -3.35 -0.559
N 2.76 -0.38 -3.21 0.922
O 1.83 0.17 -3.79 -0.543
O 3.51 0.19 -2.43 -0.519
H 3.83 -2.10 -2.86 0.328
H 2.88 -2.07 -4.41 0.313
H 2.09 -2.33 -2.80 0.051
N -2.20 2.91 3.28 0.017
C -3.04 2.35 4.21 -0.474
C -3.40 1.12 3.74 -0.672
C -2.77 0.93 2.48 0.068
C -1.97 2.01 2.27 -0.240
H -1.84 3.85 3.32 0.158
H -3.39 2.87 5.09 0.387
H -4.05 0.41 4.23 0.404
H -2.94 0.02 1.93 0.387
H -1.32 2.27 1.44 -0.017
N 0.51 -3.29 -0.75 -0.040
C 0.61 -3.46 0.63 -0.617
C -0.40 -2.72 1.19 -0.344
C -1.04 -1.97 0.19 -0.097
C -0.38 -2.25 -0.97 -0.823
H 0.97 -3.78 -1.48 0.244
H 1.30 -4.16 1.08 0.424
H -0.65 -2.69 2.24 0.407
H -1.83 -1.25 0.34 0.422
H -0.59 -1.95 -1.99 0.425
```